Record 1
4 unconnected molecules or ions with the total composition C16H35F3O8 at a distorted geometry. Source: OMol25; level of theory: ωB97M-V/def2-TZVPD.

Each line ends with the natural charge from an NBO analysis.
Atoms and positions in Å:
1 H -3.14 0.24 3.92  0.175
2 H 9.14 -0.12 1.47  0.200
3 H 8.49 -2.08 4.40  0.166
4 C -4.08 -2.47 3.43  -0.096
5 F -4.08 4.55 -3.83  -0.289
6 H -1.41 1.84 -7.81  0.176
7 C -1.34 -0.18 -5.84  -0.073
8 H -1.27 -1.23 -4.08  0.172
9 H -3.71 -2.18 2.44  0.178
10 H 0.82 -0.99 -2.35  0.154
11 H 9.05 -3.46 3.49  0.193
12 H -1.60 0.59 4.75  0.187
13 C -6.07 -1.53 2.59  -0.272
14 C -2.41 -0.13 4.64  -0.258
15 O -5.21 -1.63 3.74  -0.559
16 H -1.67 0.80 -5.50  0.171
17 C -2.97 -2.41 4.51  -0.089
18 C -5.03 3.93 -3.22  0.915
19 H -0.55 2.97 -1.41  0.225
20 C 5.29 -0.04 4.13  -0.253
21 H -3.50 -2.31 5.46  0.181
22 O -2.00 -1.43 4.25  -0.531
23 C 1.35 -0.93 -3.30  -0.239
24 C -0.54 -1.00 -4.86  -0.077
25 H 6.99 0.95 2.10  0.178
26 H -6.45 -0.54 2.36  0.199
27 H -2.60 1.42 -1.02  0.201
28 H 1.69 -1.95 -3.46  0.157
29 C -4.40 2.91 -2.18  0.683
30 C 7.11 -0.08 2.41  -0.102
31 O -3.26 3.26 -1.63  -0.489
32 H 2.29 -0.40 -3.15  0.192
33 H -1.24 0.55 -9.09  0.196
34 F -5.85 4.81 -2.62  -0.311
35 H 4.58 -0.84 3.89  0.176
36 H -6.82 -2.32 2.49  0.176
37 H -1.06 3.89 -0.13  0.215
38 H -2.20 -0.84 -5.92  0.168
39 H 9.03 -0.13 3.27  0.176
40 H -5.52 -1.67 1.66  0.166
41 O -0.66 0.12 -7.08  -0.552
42 O -5.06 2.00 -1.70  -0.559
43 O 0.64 -0.38 -4.35  -0.544
44 C 8.38 -2.60 3.45  -0.250
45 H -0.53 2.19 0.07  0.226
46 C -1.49 0.78 -8.06  -0.249
47 H 6.50 -0.71 1.77  0.173
48 H 5.27 0.12 5.21  0.198
49 H 7.32 -2.70 3.19  0.172
50 H -2.50 0.41 -7.95  0.166
51 O 6.72 -0.14 3.79  -0.563
52 C -1.15 2.88 -0.50  -0.643
53 H -2.83 -0.08 5.64  0.170
54 H 4.90 0.85 3.64  0.167
55 C 8.58 -0.48 2.33  -0.088
56 H -4.65 -3.41 3.45  0.181
57 O 8.96 -1.82 2.43  -0.544
58 F -5.81 3.26 -4.07  -0.304
59 H -3.17 2.69 0.26  0.202
60 H -2.43 -3.35 4.51  0.194
61 C -2.63 2.45 -0.65  -0.072
62 H -0.20 -1.87 -5.42  0.182

Structure (SMILES) ... CCOC(=O)C(F)(F)F.COCCOC.COCCOC.COCCOC
HOMO energy ... -9.40 eV
LUMO ... 0.28 eV
Calculated total energy ... -41685.9945 eV

---

Record 2
A single H2N2O3S molecule at a distorted geometry. Source: OMol25; level of theory: ωB97M-V/def2-TZVPD.

Each line ends with the natural charge from an NBO analysis.
Atoms and positions in Å:
1 H 1.70 -1.83 1.43  0.343
2 S -0.53 0.58 -0.01  2.311
3 N 1.44 -0.87 1.08  -0.273
4 O -1.71 0.21 0.70  -0.889
5 O -0.79 0.06 -1.45  -0.862
6 O -0.11 1.95 -0.15  -0.891
7 N 0.49 -0.94 0.32  -0.244
8 H -0.49 0.83 -1.93  0.506

Structure (SMILES) ... [H]/N=N/S(=O)(=O)O
HOMO energy ... -10.15 eV
LUMO ... -0.37 eV
Calculated total energy ... -19987.3885 eV

---

Record 3
A single C4H7NO molecule. Source: OMol25; level of theory: ωB97M-V/def2-TZVPD.

Each line ends with the natural charge from an NBO analysis.
Atoms and positions in Å:
1 H 0.21 -0.76 -1.79  0.221
2 C -0.92 1.06 -0.13  -0.236
3 C -0.58 -0.78 1.50  0.534
4 H 1.27 1.49 -0.09  0.205
5 O -1.70 -1.23 1.57  -0.561
6 H -1.61 0.43 -0.68  0.207
7 H 0.30 -1.32 1.90  0.113
8 N -0.26 0.47 1.00  -0.441
9 H 1.13 -1.37 -0.42  0.217
10 C 0.53 0.70 -0.20  -0.053
11 H -1.22 2.10 -0.02  0.208
12 C 0.96 -0.49 -1.04  -0.641
13 H 1.89 -0.28 -1.58  0.227

Structure (SMILES) ... C[C@H]1CN1C=O
HOMO energy ... -9.81 eV
LUMO ... 0.98 eV
Calculated total energy ... -7797.8372 eV

---

Record 4
A molecular structure, C3H4Cl2S at a distorted geometry. Source: OMol25; level of theory: ωB97M-V/def2-TZVPD.

Each line ends with the natural charge from an NBO analysis.
Atoms and positions in Å:
1 Cl -3.18 1.33 -0.53  -0.040
2 H -0.51 -0.46 -1.37  0.225
3 C -2.02 0.01 0.02  -0.139
4 C 0.00 -0.23 0.82  -0.493
5 S -1.46 0.21 1.81  0.210
6 C -0.64 0.12 -0.48  -0.494
7 H 0.07 -1.31 0.71  0.223
8 H -0.32 1.09 -0.77  0.241
9 H 0.75 0.38 1.21  0.232
10 Cl -2.80 -1.51 -0.21  0.035

HOMO energy ... -9.27 eV
LUMO ... 0.49 eV
Calculated total energy ... -39054.8474 eV

---

Record 5
A molecular structure, C41H37B2BrF4GeN6O5Ti at a distorted geometry. Source: OMol25; level of theory: ωB97M-V/def2-TZVPD.

Each line ends with the Mulliken spin population.
Atoms and positions in Å:
1 C -4.10 -0.21 -1.10  0.001
2 H -1.49 0.25 -4.61  0.000
3 C 0.19 1.03 -2.70  0.002
4 C 0.95 -2.48 -0.28  0.533
5 C 4.08 -1.03 -2.81  -0.012
6 C -2.93 0.07 6.15  0.001
7 H 4.50 -1.35 -3.76  0.000
8 C -1.57 0.32 8.57  -0.001
9 C 2.96 -0.24 -0.39  0.023
10 F 0.46 1.83 1.45  0.001
11 C 3.03 0.75 1.67  0.003
12 F -1.83 -3.89 -0.64  0.008
13 H -0.32 -2.12 4.21  0.007
14 C -2.47 1.75 -0.81  0.004
15 C 0.64 0.03 5.01  0.000
16 C 2.71 -1.29 -2.55  0.045
17 H -4.13 -0.43 -2.17  0.000
18 H -0.40 -1.12 -4.87  0.000
19 C 0.22 -2.05 2.15  0.137
20 C -2.00 1.81 2.86  0.001
21 C 0.76 -2.81 1.07  0.024
22 C -2.78 0.34 -0.71  0.000
23 C 1.31 0.17 6.24  0.000
24 Br 1.58 -6.49 2.88  -0.004
25 H -2.59 1.95 1.96  0.000
26 N 0.82 -1.18 -0.91  0.034
27 H -4.30 -1.14 -0.57  0.000
28 C -3.11 -1.11 2.79  0.002
29 O -0.74 -2.42 -2.12  -0.005
30 C 0.11 -2.66 3.39  -0.136
31 C 5.04 0.66 0.38  0.001
32 C -2.93 0.29 8.56  0.000
33 C -1.06 -0.64 -4.15  0.002
34 H 2.40 0.20 6.26  0.000
35 F 0.86 4.76 -0.56  0.000
36 H -3.49 0.37 9.48  0.000
37 C 0.50 -3.96 3.63  0.196
38 C -1.51 0.09 6.13  -0.001
39 B 0.36 3.55 -0.70  0.000
40 C -5.51 -2.39 2.14  0.000
41 C -0.73 -0.01 4.94  -0.003
42 C -3.62 0.17 7.33  0.000
43 F -3.08 -2.53 -2.00  0.000
44 H -2.27 -3.10 2.71  -0.001
45 C -3.15 -2.49 2.62  -0.001
46 C -4.34 -3.12 2.29  0.000
47 H -2.59 2.10 3.74  0.000
48 C -3.39 2.74 -1.45  -0.001
49 H -0.77 2.47 -3.98  0.000
50 H -4.28 2.88 -0.83  0.000
51 H 6.09 0.88 0.23  0.000
52 H -6.44 -2.89 1.89  0.000
53 C 0.22 2.04 -3.82  -0.001
54 H 0.91 2.84 -3.59  0.000
55 C 4.41 1.01 1.53  -0.004
56 C 1.15 -4.15 1.35  0.145
57 N -1.77 -0.34 -0.24  -0.001
58 H -3.49 -0.05 5.23  0.000
59 C -0.31 -0.26 -2.91  0.000
60 N 0.61 1.31 -1.46  -0.007
61 N -0.12 -1.25 -2.01  0.014
62 H -2.90 3.70 -1.58  0.000
63 C 1.03 -4.71 2.59  -0.047
64 C 2.19 -0.89 -1.36  -0.029
65 H -1.86 -1.34 -3.92  -0.001
66 C 4.32 0.01 -0.64  -0.005
67 H -4.70 0.15 7.32  0.000
68 C -5.49 -1.01 2.31  0.000
69 C -0.82 0.22 7.37  0.002
70 O -0.18 -0.72 1.99  0.038
71 H -1.10 2.42 2.82  0.000
72 H -4.36 -4.19 2.14  0.000
73 C 0.59 0.26 7.39  -0.001
74 H 1.09 0.35 8.35  0.000
75 H 2.49 1.06 2.56  0.000
76 O -0.94 3.34 -0.30  0.000
77 N -1.33 2.01 -0.26  -0.001
78 B -1.96 -2.65 -1.20  -0.015
79 H 0.54 1.58 -4.75  0.000
80 Ti -0.02 0.48 0.34  0.048
81 O 1.15 2.60 -1.32  -0.001
82 C -4.29 -0.38 2.62  0.001
83 H -4.88 0.52 -0.88  0.000
84 N 2.32 0.14 0.75  -0.006
85 Ge -1.58 -0.02 3.22  0.000
86 H 5.91 -0.21 -2.09  0.001
87 O -1.92 -1.68 -0.05  0.017
88 H 2.10 -1.81 -3.28  0.001
89 H -3.73 2.37 -2.42  0.000
90 H -1.03 0.41 9.51  0.000
91 H -6.40 -0.43 2.20  0.000
92 H 1.55 -4.74 0.53  0.006
93 H 0.39 -4.39 4.62  0.002
94 C 4.87 -0.40 -1.89  0.027
95 H 4.93 1.52 2.33  0.000
96 H -4.30 0.70 2.74  0.000
97 H 1.30 -3.24 -0.95  -0.047
98 H 1.23 -0.05 4.10  0.002

HOMO energy (alpha / beta) ... -9.62 / -9.70 eV
Charge ... +1
LUMO (alpha / beta) ... -3.92 / -3.91 eV
Spin multiplicity ... 2
Calculated total energy ... -224192.7354 eV

---

Record 6
A gas-phase ion, C9H14N4OP (charge +1) at a distorted geometry. Source: OMol25; level of theory: ωB97M-V/def2-TZVPD.

Each line ends with the natural charge from an NBO analysis.
Atoms and positions in Å:
1 C -2.41 -1.89 1.39  -0.178
2 C 2.63 1.87 -0.85  0.182
3 O -0.17 1.57 -1.89  -0.973
4 C -3.64 -1.59 0.75  -0.128
5 H -2.30 -2.64 2.02  0.219
6 H 1.45 0.64 2.25  0.229
7 N 2.21 -0.51 -0.80  -0.419
8 H 1.65 -2.39 -0.97  0.232
9 H -4.37 -2.25 1.07  0.227
10 C -1.45 -0.08 0.06  -0.493
11 H -4.74 -0.40 -0.86  0.254
12 C -2.61 0.15 -0.66  -0.159
13 N 1.97 2.16 0.31  -0.392
14 H 3.17 0.39 -2.17  0.400
15 H 1.86 -1.66 -2.39  0.183
16 C -1.34 -1.10 1.02  -0.187
17 H 2.13 3.00 0.81  0.418
18 H -2.73 0.85 -1.45  0.257
19 N 0.78 1.58 0.62  -0.540
20 H -0.49 -1.51 1.54  0.245
21 C 2.36 -1.74 -1.43  -0.455
22 H 3.28 2.50 -1.44  0.244
23 H 0.38 2.24 2.65  0.226
24 C -3.75 -0.57 -0.27  -0.198
25 P -0.10 0.86 -0.61  2.053
26 C 0.52 1.25 2.00  -0.430
27 H 3.33 -2.05 -1.54  0.210
28 H -0.38 0.74 2.14  0.240
29 N 2.78 0.59 -1.30  -0.268

Structure (SMILES) ... C/N=[NH+]/C=[NH+]\N(C)P([O-])c1ccccc1
HOMO energy (alpha / beta) ... -11.25 / -11.25 eV
Charge ... +1
LUMO (alpha / beta) ... -4.28 / -4.29 eV
Calculated total energy ... -26845.6840 eV

---

Record 7
2 unconnected molecules or ions with the total composition C3H11NS2 at a distorted geometry. Source: OMol25; level of theory: ωB97M-V/def2-TZVPD.

Each line ends with the natural charge from an NBO analysis.
Atoms and positions in Å:
1 N -1.03 -0.02 1.05  -0.821
2 C -1.47 -1.25 0.23  -0.233
3 H -0.06 -0.33 1.14  0.347
4 S 1.47 1.83 -0.78  0.088
5 H -3.31 -2.14 -0.45  0.205
6 C -2.97 -1.36 0.24  -0.625
7 H 2.95 1.02 0.99  0.217
8 H 2.92 2.73 0.78  0.234
9 H -1.08 0.70 0.34  0.353
10 H -1.18 -1.00 -0.80  0.169
11 H -0.95 -2.19 0.41  0.187
12 H 2.76 -0.26 -1.51  0.130
13 H 3.82 1.70 -0.43  0.234
14 H -3.57 -1.38 1.15  0.217
15 H -3.40 -0.45 -0.21  0.199
16 C 2.96 1.79 0.22  -0.755
17 S 2.11 0.58 -2.38  -0.145

Structure (SMILES) ... CCN.CSS
HOMO energy ... -8.63 eV
LUMO ... 0.29 eV
Calculated total energy ... -26448.9650 eV

---

Record 8
A gas-phase ion, C6H8NO (charge +1) at a distorted geometry. Source: OMol25; level of theory: ωB97M-V/def2-TZVPD.

Each line ends with the Mulliken spin population.
Atoms and positions in Å:
1 N 0.92 1.29 -0.78  0.393
2 C 0.81 -0.24 1.14  0.816
3 H 2.49 -0.33 -0.06  0.015
4 C 0.63 -0.10 -0.98  0.147
5 H -0.55 0.65 2.69  0.053
6 H -1.51 1.38 0.16  0.000
7 H -2.24 0.06 1.07  -0.014
8 H 0.75 -0.48 -2.01  0.014
9 O 0.09 2.13 -1.01  0.507
10 H -1.55 -0.17 -1.49  0.001
11 H -0.73 -1.64 -0.45  0.006
12 C -0.88 -0.48 -0.65  0.043
13 C -1.35 0.37 0.50  0.139
14 C -0.25 0.20 1.68  -0.096
15 H 1.78 -1.87 0.15  0.002
16 C 1.59 -0.77 0.06  -0.027

HOMO energy (alpha / beta) ... -11.87 / -14.70 eV
Charge ... +1
LUMO (alpha / beta) ... -7.79 / -8.42 eV
Spin multiplicity ... 3
Calculated total energy ... -9873.4600 eV

---

Record 9
A molecular structure, C46H50GeNOP2RhSi at a distorted geometry. Source: OMol25; level of theory: ωB97M-V/def2-TZVPD.

Each line ends with the Mulliken charge.
Atoms and positions in Å:
1 C -0.82 -4.52 2.74  -0.685
2 C -4.07 -2.46 -3.38  -0.872
3 H 3.15 -4.71 -3.40  0.477
4 C 2.17 3.05 -1.43  0.978
5 C 1.94 2.15 1.23  1.031
6 H -2.75 -0.57 6.99  0.339
7 C 2.29 2.74 3.53  -0.755
8 H -2.45 1.15 7.18  0.342
9 H 3.46 0.91 0.35  0.644
10 C 1.35 -3.21 2.55  0.353
11 H -2.39 1.22 4.71  0.561
12 C 2.92 3.76 -3.59  -0.622
13 H 0.13 -2.48 -5.01  0.501
14 H -1.34 6.39 -0.18  0.472
15 H 1.67 2.07 -3.28  0.361
16 Rh 0.18 -0.16 -0.27  -2.357
17 H -1.44 -0.01 8.02  0.410
18 C -1.42 5.33 -0.35  -0.922
19 H 2.17 -6.46 -1.97  0.457
20 H 0.29 -2.15 4.11  0.352
21 C 3.14 1.43 1.25  -0.391
22 C 0.51 -5.25 -1.37  -0.802
23 C -3.39 0.70 0.89  -1.405
24 C -2.74 3.41 -0.95  -1.072
25 C 0.87 -1.94 3.22  -0.817
26 H 2.94 4.19 0.24  0.436
27 H 0.07 1.09 -7.35  0.442
28 H 1.97 3.26 4.42  0.489
29 H 4.22 5.47 -3.62  0.426
30 H 1.69 -1.27 3.48  0.549
31 H -3.46 5.42 -1.01  0.462
32 P 1.06 2.08 -0.35  1.759
33 H -1.17 1.54 2.84  0.275
34 C 3.65 4.93 -1.63  -0.834
35 C 2.25 -4.51 -2.86  -0.903
36 H -5.88 -1.39 -3.01  0.463
37 H 2.91 3.65 -4.67  0.524
38 H 4.03 1.92 4.46  0.449
39 C -1.00 0.15 5.92  -0.224
40 H -3.67 2.99 -1.29  0.491
41 C -0.11 -4.02 -1.47  -0.896
42 C 2.92 4.07 -0.84  -0.758
43 Si -2.06 0.69 -0.50  1.898
44 H -0.99 -4.38 1.68  -0.008
45 O 3.51 -2.73 -0.50  -0.511
46 H -0.24 0.92 6.08  0.295
47 H 1.22 -3.16 1.46  -0.768
48 C -2.70 -2.51 -3.15  -0.368
49 H 0.63 4.94 0.12  0.460
50 C 1.64 -3.27 -2.96  -0.468
51 H -1.36 -3.75 3.29  0.204
52 H 4.22 5.72 -1.17  0.457
53 H -1.24 -5.48 3.03  0.441
54 H -1.02 -3.80 -0.92  0.589
55 H -2.33 -0.48 4.35  0.344
56 C 0.66 -4.47 3.07  -0.920
57 H -0.48 -0.81 5.92  0.159
58 C -1.66 2.58 -0.69  0.181
59 H -3.71 -0.31 1.14  0.452
60 H 0.79 -4.54 4.15  0.368
61 C -0.32 4.52 -0.17  -0.637
62 C -0.18 0.75 -4.00  -0.951
63 H -0.22 2.44 -5.31  0.558
64 H -3.08 1.19 1.80  0.331
65 C -0.77 0.72 3.44  -0.602
66 C -4.82 -1.43 -2.82  -0.897
67 Ge -0.42 -0.81 2.07  0.818
68 C 2.68 -1.93 -0.33  0.716
69 C 0.45 -3.03 -2.29  0.710
70 H -0.33 1.32 -3.09  0.551
71 C 2.20 2.89 -2.81  -0.749
72 C -0.43 3.14 -0.34  0.660
73 H -4.83 0.30 -1.59  0.413
74 H -1.71 -1.68 2.12  -0.088
75 C 0.11 -0.77 -6.30  -0.824
76 C -1.70 0.39 4.59  -0.655
77 H -4.54 -3.21 -3.98  0.496
78 P -0.29 -1.39 -2.27  1.971
79 H 0.18 -1.36 -7.20  0.487
80 C -0.05 -0.63 -3.91  0.666
81 C 3.65 4.79 -3.01  -0.711
82 C 1.69 -5.50 -2.06  -0.584
83 C -2.62 4.79 -0.79  -0.832
84 H 1.16 -5.34 2.63  0.454
85 H 4.82 0.81 2.40  0.499
86 C 1.51 2.82 2.38  -0.413
87 C 0.02 0.61 -6.39  -0.689
88 C 0.07 -1.40 -5.07  -0.646
89 C 3.46 2.01 3.54  -0.504
90 H 2.09 -2.50 -3.57  0.549
91 C 3.90 1.36 2.40  -1.098
92 C -2.85 -0.50 -1.79  0.556
93 H -2.10 -3.30 -3.57  0.454
94 H -4.27 1.23 0.54  0.576
95 C -0.13 1.37 -5.24  -0.631
96 C -1.97 0.18 7.09  -1.432
97 H 0.08 -6.01 -0.74  0.512
98 H 0.60 3.39 2.37  0.471
99 C -2.10 -1.53 -2.37  -0.123
100 H 0.21 1.02 3.80  0.343
101 H 2.43 -3.29 2.72  0.448
102 C -4.22 -0.47 -2.03  -0.632
103 N 1.89 -1.07 -0.11  -0.076

HOMO energy (alpha / beta) ... -13.96 / -13.96 eV
Charge ... +2
LUMO (alpha / beta) ... -8.48 / -8.48 eV
Calculated total energy ... -138015.5342 eV

---

Record 10
A single C6H12O3 molecule at a distorted geometry. Source: OMol25; level of theory: ωB97M-V/def2-TZVPD.

Each line ends with the natural charge from an NBO analysis.
Atoms and positions in Å:
1 H 0.27 -0.99 1.02  0.197
2 C 0.19 -0.65 -0.87  0.113
3 O -1.28 1.60 0.20  -0.738
4 H -1.18 0.37 1.94  0.170
5 H -2.24 1.70 0.20  0.467
6 C 0.36 -0.17 0.52  -0.303
7 H -0.81 -2.54 -0.26  0.207
8 H -0.14 0.12 -1.54  0.172
9 H -2.74 -0.25 -0.22  0.204
10 C -1.92 -0.74 0.29  -0.434
11 H 1.92 -0.56 -1.79  0.477
12 C 1.47 0.65 1.03  -0.036
13 C -0.98 -1.65 -0.68  -0.395
14 C -1.06 0.33 0.86  0.103
15 H 2.39 0.08 1.19  0.184
16 H 1.11 2.13 -0.15  0.476
17 O 1.88 1.58 0.13  -0.718
18 H -1.41 -1.72 -1.70  0.212
19 H 1.21 1.09 2.08  0.147
20 H -2.43 -1.32 1.03  0.216
21 O 1.37 -1.28 -1.42  -0.723

Structure (SMILES) ... OCC1[C@@H](O)CC[C@@H]1O
HOMO energy ... -9.85 eV
LUMO ... 0.72 eV
Calculated total energy ... -12557.2964 eV

---

Record 11
A molecular structure, C4H10N4O at a distorted geometry. Source: OMol25; level of theory: ωB97M-V/def2-TZVPD.

Each line ends with the natural charge from an NBO analysis.
Atoms and positions in Å:
1 N 1.78 -0.56 -0.07  -0.312
2 H 3.57 0.10 -1.18  0.186
3 N -1.59 -0.46 0.12  -0.190
4 C -2.16 0.91 -0.09  0.216
5 C 2.46 0.36 -1.16  -0.455
6 H -1.81 2.79 -0.03  0.338
7 H 1.86 -1.06 1.76  0.228
8 O -2.41 -1.47 -0.25  -0.537
9 C -0.24 -0.59 -0.17  0.208
10 H -2.53 -2.02 0.65  0.476
11 N -1.38 1.89 0.43  -0.592
12 H -3.11 0.84 -0.67  0.192
13 H 3.57 -0.17 0.68  0.233
14 C 2.46 -0.29 1.19  -0.477
15 H 2.33 1.37 -0.78  0.202
16 H 1.93 0.48 -2.12  0.214
17 N 0.64 0.26 0.06  -0.331
18 H 0.17 -1.70 -0.36  0.203
19 H 1.96 0.84 1.70  0.200

HOMO energy ... -8.79 eV
LUMO ... 0.62 eV
Calculated total energy ... -12310.0424 eV